# 1
9
Properties=species:S:1:pos:R:3:forces:R:3:mulliken_charge:R:1 method="wB97M-V/def2-TZVPD" e_homo_ev="-9.183 / -8.902" lumo_ha="-0.0629 / -0.0727" gap_ev="7.47 / 6.93" de_lowest_kcal_mol=146.5 e_tot_ev=-28334.067 molar_mass_g_mol=125.174 total_charge=0 max_force_ev_per_a=1.6
C -0.037312 0.462023 -0.012629 1.201 0.468 -0.042 0.01
N -0.777054 -0.559138 0.198089 -1.304 -0.548 -0.777 0.67
O -0.455985 -1.681008 0.552814 0.229 -0.609 0.434 -0.63
O -2.146510 -0.408066 -0.209005 -0.008 0.751 0.115 -0.43
S 3.033084 -0.000295 -0.146670 -0.399 0.384 -0.182 -0.17
S -0.430941 2.082102 0.028773 -0.125 0.079 -0.088 -0.11
H 2.780313 -1.072882 0.590918 -0.105 -0.344 0.227 0.15
H -2.544609 -1.293418 -0.228401 0.601 -0.195 0.217 0.34
H 0.579013 2.470683 -0.773889 -0.091 0.014 0.096 0.17

---

# 2
29
Properties=species:S:1:pos:R:3:forces:R:3:mulliken_charge:R:1 method="wB97M-V/def2-TZVPD" e_homo_ev=-8.589 lumo_ha=-0.0165 gap_ev=8.14 de_lowest_kcal_mol=32.8 e_tot_ev=-28969.841 molar_mass_g_mol=235.312 total_charge=0 max_force_ev_per_a=1.3
C 3.411617 -0.958023 1.122646 -0.025 0.414 -0.579 -0.94
C 3.856634 0.185633 0.180207 -0.189 -0.520 0.605 -0.49
C 2.733458 1.087178 -0.271186 0.655 0.586 -0.413 -0.62
O 1.944897 0.503431 -1.322071 -0.184 -0.361 0.376 -0.43
C 0.617464 0.324473 -1.059696 0.045 0.110 -0.062 0.01
C -0.281201 1.333963 -1.159284 0.066 0.337 -0.017 -0.53
C -1.667734 1.146815 -0.918675 0.007 -0.496 0.060 -0.61
C -2.182987 -0.065830 -0.586924 -0.595 -0.320 -0.022 0.42
C -3.656869 -0.268301 -0.294346 0.581 -0.057 0.403 -1.15
C -3.966854 0.302655 1.067426 -0.060 0.219 -0.346 0.05
N -4.019432 1.553976 1.244701 -0.165 -0.213 0.324 -0.58
C -1.291139 -1.180441 -0.487004 0.138 1.270 -0.185 0.71
N -1.600446 -2.432468 -0.190398 0.244 -0.704 0.075 -0.66
S -0.205168 -3.260892 -0.245495 -0.663 0.162 0.059 0.12
N 0.799810 -2.094335 -0.627748 0.732 0.057 -0.041 -0.52
C 0.105439 -0.963091 -0.727337 0.029 -0.616 -0.049 0.75
H 3.972903 -0.955712 2.049435 0.155 -0.082 0.107 0.36
H 2.364185 -0.823145 1.366354 -0.234 -0.130 0.156 0.22
H 3.514207 -1.912942 0.627002 -0.032 -0.299 0.071 0.23
H 4.353971 -0.200349 -0.703826 0.102 -0.080 -0.132 0.29
H 4.587645 0.784762 0.718594 0.065 0.314 -0.108 0.35
H 2.126079 1.427176 0.565093 -0.319 -0.170 0.046 0.43
H 3.191786 1.974509 -0.708590 -0.078 0.186 -0.063 0.34
H 0.065994 2.319116 -1.432551 0.114 0.084 -0.033 0.45
H -2.339655 1.984329 -0.991741 -0.065 0.213 -0.009 0.40
H -4.266631 0.210741 -1.051300 -0.129 0.096 -0.087 0.39
H -3.846165 -1.334192 -0.265647 -0.204 -0.178 -0.219 0.35
H -4.108387 -0.418861 1.871897 -0.001 -0.068 0.134 0.39
H -4.213425 1.729836 2.230464 0.013 0.246 -0.050 0.25

---

# 3
51
Properties=species:S:1:pos:R:3:forces:R:3:mulliken_spin:R:1 method="wB97M-V/def2-TZVPD" spin_multiplicity=2 e_homo_ev="-12.708 / -12.700" lumo_ha="-0.1018 / -0.3418" gap_ev="9.94 / 3.40" e_tot_ev=-45531.556 molar_mass_g_mol=418.327 total_charge=+1 max_force_ev_per_a=4.2
C -2.135345 17.900988 1.277800 -0.234 1.498 -1.374 0.00
O -2.828908 18.759298 0.310891 -0.319 0.057 -0.606 0.00
C -2.069574 19.320789 -0.776367 0.598 -2.167 1.109 0.00
C -2.953591 20.048611 -1.693272 0.184 2.086 -0.012 0.01
O -2.134001 20.511766 -2.820777 -0.414 -1.300 -0.424 0.06
C -2.711978 21.547007 -3.614554 1.262 -1.603 3.619 0.03
C -2.033291 21.761473 -4.901765 -0.753 1.975 -0.946 0.02
O -0.668302 22.169715 -5.063516 -1.000 -1.488 0.297 0.62
C 0.332648 21.580768 -4.261509 0.618 0.868 0.115 0.06
H -1.803523 16.982810 0.793085 0.256 0.064 0.056 0.00
H -2.841905 17.659928 2.072015 0.035 0.221 -0.183 0.00
H -1.335023 18.553285 1.627214 0.375 -0.659 0.481 0.00
H -1.668904 18.538053 -1.420484 0.880 -0.397 0.445 0.00
H -1.331948 20.034676 -0.409798 0.472 -0.356 0.064 0.00
H -3.078816 20.966747 -1.119293 -1.651 0.190 -0.256 0.00
H -3.811422 19.430630 -1.958496 -0.177 0.532 -0.266 0.00
H -2.520710 22.383464 -2.942363 -0.471 1.011 -0.421 0.03
H -3.781253 21.380477 -3.744990 -0.011 0.192 -0.441 0.00
H -2.596332 22.640315 -5.215957 0.269 0.365 -0.812 0.02
H -2.396806 21.012592 -5.605421 0.929 -0.579 -0.529 0.06
H 0.015151 21.754086 -3.233277 -0.095 -0.221 0.485 0.05
H 1.271960 22.100280 -4.451009 -0.216 0.001 -0.195 0.00
H 0.461999 20.506226 -4.390889 -0.470 -0.274 -0.174 0.04
C 8.717394 20.844958 -5.062524 0.027 -1.112 0.857 0.00
C 7.653157 21.240151 -4.005042 0.596 1.817 -1.872 0.00
O 8.177773 21.383615 -2.727424 0.642 0.108 4.095 0.00
C 7.448800 21.998625 -1.714967 -2.422 -1.080 -3.218 0.00
O 6.335356 22.498298 -1.868540 2.853 -0.905 0.495 0.00
C 8.061891 21.817561 -0.325902 0.333 0.300 -0.132 0.00
F 7.128179 21.420555 0.534165 -0.062 -0.593 -0.066 0.00
F 9.101833 20.973238 -0.303021 -0.576 0.442 0.118 0.00
F 8.433426 23.026372 0.073635 0.726 0.436 0.263 0.00
H 9.701992 21.312354 -5.048736 -0.397 0.792 0.368 0.00
H 8.293925 20.960782 -6.060202 -0.078 -0.036 0.105 0.00
H 8.995857 19.802336 -4.909278 -0.278 -0.280 -0.222 0.00
H 6.822079 20.534895 -4.008862 -0.117 0.300 -0.061 0.00
H 7.420709 22.281342 -4.228589 -1.189 -0.219 -0.667 0.00
C 1.265416 20.258796 1.410743 1.783 0.868 -0.210 0.00
C 2.643877 20.951576 1.156045 -1.261 -1.127 -1.032 0.00
O 3.090461 20.446490 -0.131896 0.598 1.311 -2.581 0.00
C 3.226610 21.271885 -1.255674 1.061 2.717 2.975 0.00
O 3.117522 22.509873 -1.330424 -0.410 -4.202 0.367 0.00
C 3.775448 20.434240 -2.428554 0.901 0.584 1.584 0.00
F 4.709690 19.533292 -2.072158 -0.470 0.549 -0.224 0.00
F 2.715183 19.768089 -2.860422 -0.617 -0.573 -1.467 0.00
F 4.309577 21.260339 -3.325921 -0.711 -0.779 -0.323 0.00
H 0.618778 20.584986 0.596144 -0.572 0.374 0.691 0.00
H 1.116365 20.567494 2.445430 -1.281 -0.026 -0.164 0.00
H 1.287813 19.171185 1.342090 0.491 0.041 0.162 0.00
H 3.339601 20.608165 1.921632 0.311 0.348 -0.328 0.00
H 2.554064 22.033199 1.055483 0.052 -0.067 0.455 0.00

---

# 4
54
Properties=species:S:1:pos:R:3:forces:R:3:mulliken_charge:R:1 method="wB97M-V/def2-TZVPD" smiles="CCCS(=O)(=O)N1CCC[C@H](C(=O)N2CCN(c3ccccn3)CC2)C1" e_homo_ev=-7.928 lumo_ha=0.0275 gap_ev=8.68 de_lowest_kcal_mol=6.1 e_tot_ev=-42058.956 molar_mass_g_mol=380.514 total_charge=0 max_force_ev_per_a=1.3
C -2.212868 -1.696558 -5.665792 -0.012 -0.150 0.049 -1.23
C -1.128056 -2.738218 -5.418148 -0.250 0.111 -0.094 -0.20
C 0.262048 -2.135714 -5.476620 -0.019 0.267 0.777 -0.84
S 0.635429 -1.168834 -3.981979 0.298 -0.552 -0.676 1.08
O -0.292699 -0.082532 -3.836993 -0.318 -0.115 0.142 -0.62
O 2.034045 -0.833388 -4.048183 0.061 -0.232 0.016 -0.71
N 0.340034 -2.305626 -2.780944 0.218 0.880 -0.861 0.10
C 1.508873 -2.966896 -2.232562 0.525 -0.460 0.060 -0.99
C 1.867797 -2.416579 -0.845558 -0.033 0.141 -0.093 -0.75
C 1.482602 -0.940939 -0.796070 0.054 -0.025 0.094 -0.50
C -0.053471 -0.812880 -0.842552 -0.107 -0.149 0.060 0.93
C -0.619201 -1.006965 0.561020 0.023 0.166 -0.398 0.18
O -1.021635 -2.094062 0.940338 -0.056 -0.402 0.001 -0.68
N -0.643456 0.070129 1.379760 -0.155 0.203 0.310 0.00
C -0.111150 1.389821 1.135261 0.372 0.200 -0.030 -0.42
C 1.002655 1.692459 2.156743 -0.123 0.191 -0.317 -0.98
N 0.503134 1.560526 3.502150 0.210 -0.255 -0.059 0.10
C 0.004468 2.609901 4.229448 -0.042 0.274 0.363 0.92
C 0.359331 3.949179 3.988879 -0.001 0.054 -0.119 -0.48
C -0.136092 4.926735 4.823507 -0.086 -0.158 0.036 -0.58
C -0.969060 4.575848 5.879612 -0.003 0.050 0.034 -0.46
C -1.257250 3.233931 6.039700 -0.072 0.342 0.131 -0.45
N -0.796657 2.283413 5.248077 0.064 -0.245 -0.248 -0.33
C -0.022977 0.231361 3.738053 -0.327 -0.236 0.084 -0.88
C -1.138295 -0.081442 2.737331 0.077 -0.295 0.364 -0.89
C -0.617965 -1.896936 -1.779959 -0.614 0.253 0.309 -1.89
H -2.147045 -1.313857 -6.681922 -0.033 0.080 -0.113 0.37
H -2.094389 -0.864578 -4.978236 -0.145 0.075 -0.023 0.31
H -3.198447 -2.134061 -5.527159 -0.113 0.003 -0.025 0.33
H -1.206688 -3.532189 -6.165806 0.087 -0.015 0.089 0.39
H -1.261977 -3.189259 -4.433266 -0.019 -0.151 -0.094 0.20
H 1.040829 -2.892796 -5.498988 0.137 -0.055 -0.025 0.34
H 0.385745 -1.458207 -6.317575 0.113 0.126 -0.045 0.49
H 2.325997 -2.785660 -2.932064 0.060 -0.199 0.169 0.50
H 1.311011 -4.043653 -2.186285 0.062 0.079 -0.022 0.40
H 2.935394 -2.543114 -0.665872 -0.015 -0.067 0.023 0.41
H 1.320325 -2.954475 -0.069555 0.067 -0.044 0.038 0.34
H 1.915934 -0.430869 -1.659259 0.054 0.081 0.143 0.40
H 1.876235 -0.477395 0.110009 0.029 0.071 -0.041 0.24
H -0.333356 0.162379 -1.243030 0.023 -0.055 0.083 0.55
H 0.282814 1.481006 0.126133 -0.047 -0.007 0.003 0.40
H -0.917488 2.122912 1.269233 0.083 0.001 -0.081 0.22
H 1.402077 2.688439 1.978968 0.033 -0.054 0.005 0.27
H 1.815743 0.968701 2.027698 -0.025 0.094 -0.056 0.37
H 1.014722 4.224436 3.178623 0.046 -0.001 -0.045 0.27
H 0.126133 5.961553 4.654280 0.032 0.052 -0.022 0.40
H -1.372929 5.318386 6.548211 -0.050 0.040 0.077 0.38
H -1.897039 2.887008 6.841546 -0.061 0.085 0.099 0.38
H -0.407109 0.191270 4.755692 0.102 -0.142 -0.158 0.49
H 0.793414 -0.487489 3.617023 -0.039 -0.011 -0.006 0.34
H -1.489987 -1.106733 2.852507 -0.007 0.166 0.017 0.45
H -1.970479 0.612839 2.895204 0.009 -0.019 0.009 0.38
H -1.498964 -1.522154 -2.299160 -0.099 -0.090 0.203 0.44
H -0.896202 -2.776720 -1.192461 0.035 0.098 -0.136 0.52

---

# 5
54
Properties=species:S:1:pos:R:3:forces:R:3:mulliken_charge:R:1 method="wB97M-V/def2-TZVPD" smiles=CCO.CCO.CCO.CCO.CCO.CCO e_homo_ev=-9.831 lumo_ha=0.0221 gap_ev=10.43 de_lowest_kcal_mol=47.5 e_tot_ev=-25311.140 molar_mass_g_mol=276.414 total_charge=0 max_force_ev_per_a=1.3
C 1.206364 -26.324917 17.371343 -0.085 0.187 0.203 -1.01
C 1.644482 -25.449196 16.230069 0.108 0.451 -0.210 -0.09
O 2.604884 -26.122077 15.413500 0.110 0.015 -0.212 -0.56
H 0.506550 -25.825344 18.043093 -0.004 0.119 -0.106 0.37
H 2.086037 -26.586005 17.958637 -0.076 -0.296 0.006 0.22
H 0.695614 -27.203155 16.972453 0.139 -0.183 0.153 0.36
H 2.167056 -24.551833 16.563986 -0.032 -0.054 0.217 0.13
H 0.803861 -25.094003 15.624851 -0.033 -0.190 -0.043 0.29
H 2.239598 -26.960611 15.113624 -0.050 0.031 0.014 0.28
C 5.973921 -21.501378 22.771026 -0.632 0.498 -0.412 -1.12
C 6.291636 -22.791881 23.490487 0.012 0.489 -0.913 -0.02
O 7.377647 -22.557904 24.368113 0.001 -0.186 0.114 -0.54
H 5.223701 -21.711055 22.000372 -0.127 0.010 0.191 0.31
H 6.788360 -21.029052 22.219995 0.366 -0.348 0.259 0.28
H 5.566972 -20.735486 23.434533 -0.002 -0.120 0.087 0.35
H 6.525437 -23.518899 22.702141 0.222 -0.225 0.324 0.13
H 5.380437 -23.129897 23.993325 0.163 -0.088 0.257 0.34
H 7.674347 -23.398228 24.726643 0.001 -0.029 0.059 0.30
C 6.880643 -23.990520 19.235010 -0.185 0.784 0.266 -0.53
C 5.470345 -23.864717 18.683766 0.101 -0.387 0.456 0.08
O 4.653014 -24.895883 19.243799 -0.153 0.089 -0.387 -0.60
H 6.809075 -23.841748 20.314735 0.209 -0.264 0.036 -0.20
H 7.527768 -23.192004 18.860210 0.025 -0.098 -0.119 0.33
H 7.327426 -24.956607 19.011901 -0.048 -0.058 -0.034 0.30
H 5.498297 -23.856169 17.592898 -0.257 -0.295 -0.017 0.01
H 4.994950 -22.939831 19.012722 0.186 0.141 -0.026 0.32
H 4.764142 -25.689363 18.703434 0.116 0.046 -0.169 0.35
C 9.683741 -22.433991 21.343701 0.417 0.209 -1.023 -0.44
C 11.020438 -22.570557 22.040907 -0.630 0.427 1.052 -0.51
O 11.778875 -21.364633 22.019928 0.226 -0.106 -0.247 -0.55
H 8.943072 -21.814880 21.845106 0.057 -0.226 0.422 0.02
H 9.300834 -23.429735 21.116561 -0.303 0.088 0.104 0.23
H 9.877059 -21.924931 20.392205 -0.080 -0.210 -0.082 0.33
H 11.604846 -23.365959 21.586568 0.206 0.137 -0.106 0.34
H 10.832820 -22.835762 23.089348 0.171 -0.274 -0.072 0.27
H 11.459280 -20.779893 22.712424 -0.070 -0.068 -0.036 0.31
C 6.340019 -27.560088 15.050029 -0.010 0.199 -0.037 -1.03
C 5.417761 -27.658804 16.233229 -0.296 0.127 0.954 -0.33
O 5.144019 -26.355641 16.780245 -0.021 -0.423 -0.222 -0.41
H 5.842968 -27.028625 14.236868 0.021 -0.101 -0.089 0.27
H 6.667681 -28.540610 14.706239 0.006 -0.001 -0.052 0.37
H 7.202399 -26.961332 15.343198 0.115 -0.120 -0.061 0.26
H 5.842439 -28.232788 17.059843 0.282 0.009 -0.137 0.31
H 4.467332 -28.158591 16.019432 0.037 0.044 -0.293 0.25
H 4.395785 -26.030980 16.261701 -0.191 0.170 0.009 0.23
C 4.600223 -21.464913 16.257567 -0.448 0.069 0.778 -0.75
C 4.994413 -20.300192 15.367776 -0.473 -0.173 -0.103 -0.49
O 4.643796 -20.511285 14.001472 0.286 -0.096 -0.026 -0.53
H 3.554541 -21.367641 16.571337 -0.010 -0.121 -0.167 0.33
H 5.164859 -21.462942 17.193024 0.095 0.138 -0.094 0.25
H 4.722620 -22.456976 15.826057 0.179 0.158 -0.366 0.30
H 6.065492 -20.129671 15.442560 0.045 0.055 -0.383 0.33
H 4.467479 -19.396061 15.685589 0.286 0.077 0.347 0.26
H 3.683425 -20.544054 13.958708 0.025 -0.028 -0.066 0.30

---

# 6
9
Properties=species:S:1:pos:R:3:forces:R:3:mulliken_charge:R:1 method="wB97M-V/def2-TZVPD" smiles="CP(=O)=S.F" e_homo_ev=-9.963 lumo_ha=-0.0343 gap_ev=9.03 de_lowest_kcal_mol=43.9 e_tot_ev=-25991.247 molar_mass_g_mol=114.081 total_charge=0 max_force_ev_per_a=3.9
C -0.247305 1.034247 0.651494 -0.771 -0.534 -0.656 -0.76
P -0.725628 -0.517539 -0.153291 -3.394 0.560 -1.750 0.59
O -0.334857 -1.728000 0.560004 1.090 -0.525 0.276 -0.56
S -1.975865 -0.491597 -1.698219 1.898 0.323 2.029 -0.29
H 0.716121 0.875405 1.085405 0.114 -0.195 1.594 0.32
H 0.102861 1.524645 -0.203982 0.024 1.537 -1.643 0.34
H -1.081519 1.631167 1.104573 1.047 -0.879 -0.081 0.33
F 2.075548 -0.929130 -0.970083 -1.283 -0.682 1.182 -0.40
H 1.470644 -1.399197 -0.375901 1.275 0.395 -0.951 0.43